The following is a DFT calculation (ωB97M-V/def2-TZVPD) of C32H94F2N9O15PbS2 as an isolated structure in a non-equilibrium geometry.

Geometry as ORCA input:
```
! RIJCOSX wB97M-V def2-TZVPD def2/J DEFGRID3
* xyz 1 1
Pb -20.82 12.06 3.74
N -21.06 13.47 1.77
S -20.23 13.81 0.56
O -19.29 14.84 0.85
O -20.79 13.69 -0.78
F -19.42 12.44 0.61
S -22.33 14.55 1.40
O -23.44 14.07 0.62
O -22.07 15.98 1.16
F -22.98 14.56 2.82
O -21.27 10.20 2.07
H -21.18 9.25 2.01
H -21.37 10.49 1.16
O -24.30 17.60 -0.41
H -24.91 16.92 -0.14
H -23.65 17.64 0.29
O -21.52 13.73 -3.52
H -21.58 13.50 -2.59
H -22.36 13.47 -3.89
C -23.05 15.65 6.07
C -21.91 16.41 6.68
C -22.31 17.72 7.40
O -21.08 18.42 7.90
C -21.33 19.73 8.48
N -21.06 15.62 7.57
H -23.73 15.18 6.79
H -22.78 14.85 5.38
H -23.69 16.25 5.43
H -21.22 16.56 5.86
H -23.03 17.51 8.19
H -22.60 18.47 6.67
H -21.23 19.68 9.56
H -22.38 19.94 8.32
H -20.72 20.53 8.05
H -20.64 16.39 8.07
H -21.63 15.16 8.27
C -15.80 13.29 1.03
C -15.75 14.37 2.18
C -15.09 15.62 1.68
O -13.80 15.53 1.05
C -12.58 15.64 1.76
N -17.07 14.55 2.74
H -14.76 13.05 0.83
H -16.36 13.67 0.18
H -16.15 12.32 1.38
H -15.13 13.99 3.00
H -15.13 16.38 2.47
H -15.60 16.14 0.87
H -12.53 14.96 2.61
H -12.48 16.67 2.09
H -11.64 15.53 1.21
H -17.74 14.25 2.04
H -17.35 15.47 3.04
C -19.75 22.47 -2.32
C -19.96 21.97 -0.86
C -19.21 20.61 -0.52
O -19.70 20.12 0.72
C -19.39 18.77 0.95
N -19.43 23.00 -0.02
H -18.68 22.57 -2.51
H -20.19 23.45 -2.50
H -20.12 21.78 -3.08
H -21.03 21.93 -0.63
H -18.13 20.72 -0.42
H -19.29 19.82 -1.27
H -20.13 18.11 0.50
H -19.41 18.67 2.04
H -18.46 18.35 0.56
H -18.43 22.87 -0.16
H -19.62 22.47 0.82
C -18.66 11.90 -4.99
C -17.91 12.59 -3.90
C -16.44 12.70 -4.26
O -16.15 13.22 -5.49
C -14.76 13.38 -5.63
N -18.43 13.90 -3.68
H -18.51 12.08 -6.05
H -19.74 12.07 -5.01
H -18.60 10.81 -4.92
H -17.97 12.07 -2.94
H -15.99 11.71 -4.22
H -15.87 13.23 -3.49
H -14.15 12.55 -5.28
H -14.47 14.38 -5.30
H -14.56 13.49 -6.70
H -19.36 13.79 -3.28
H -18.55 14.40 -4.55
C -27.79 16.96 3.83
C -27.66 15.57 3.07
C -26.36 15.40 2.23
O -26.12 16.32 1.21
C -27.14 16.49 0.30
N -27.87 14.50 3.95
H -27.55 17.72 3.08
H -26.99 17.02 4.58
H -28.76 17.04 4.32
H -28.49 15.59 2.36
H -26.21 14.38 1.89
H -25.36 15.59 2.64
H -27.98 16.92 0.86
H -27.55 15.54 -0.05
H -27.02 17.21 -0.50
H -28.19 13.72 3.39
H -27.06 14.24 4.50
C -25.22 13.68 -2.02
C -25.29 14.48 -3.31
C -25.20 13.67 -4.63
O -23.91 12.98 -4.70
C -23.66 12.30 -5.91
N -26.45 15.42 -3.25
H -25.21 14.32 -1.13
H -24.32 13.07 -2.07
H -26.12 13.06 -2.00
H -24.42 15.13 -3.19
H -25.30 14.36 -5.47
H -25.94 12.88 -4.69
H -24.13 12.65 -6.83
H -23.92 11.26 -5.75
H -22.59 12.35 -6.09
H -26.37 16.25 -3.82
H -26.61 15.65 -2.28
C -20.25 9.95 -1.27
C -21.67 10.12 -1.77
C -22.25 8.77 -2.33
O -23.57 8.97 -2.71
C -23.73 9.40 -4.06
N -22.48 10.51 -0.60
H -19.73 10.91 -1.29
H -19.73 9.30 -1.97
H -20.26 9.37 -0.35
H -21.83 10.86 -2.55
H -22.28 8.00 -1.57
H -21.77 8.33 -3.20
H -23.65 8.66 -4.86
H -23.08 10.21 -4.37
H -24.73 9.81 -3.95
H -22.57 11.51 -0.66
H -23.41 10.15 -0.74
C -13.20 19.38 -1.77
C -14.65 19.28 -1.16
C -15.60 18.24 -1.97
O -16.75 17.92 -1.23
C -17.64 16.92 -1.96
N -14.47 18.90 0.24
H -12.71 18.41 -1.66
H -12.47 20.10 -1.39
H -13.35 19.52 -2.84
H -15.04 20.29 -1.12
H -15.02 17.36 -2.24
H -15.78 18.65 -2.96
H -18.18 17.43 -2.75
H -18.38 16.50 -1.29
H -17.05 16.03 -2.17
H -15.35 18.42 0.34
H -13.78 18.17 0.12
*
```

Summary:
Orbital gap ... 3.3 eV
LUMO energy ... -7.1 eV
E_HOMO ... -0.3828 hartree